C4H11NS | ωB97M-V with the def2-TZVPD basis set

Positions of all 17 atoms, in Å:
C  -3.50  0.70  -0.46
C  -3.02  -0.20  0.36
N  -2.17  0.11  1.38
H  -4.00  0.48  -1.39
H  -3.36  1.73  -0.32
H  -3.36  -1.28  0.46
H  -1.96  1.14  1.47
H  -1.55  -0.60  1.78
C  3.39  0.04  -0.54
C  1.86  0.10  -0.36
S  1.11  -1.53  -0.08
H  3.82  -0.27  0.38
H  3.84  0.94  -1.00
H  3.78  -0.71  -1.18
H  1.63  0.87  0.34
H  1.30  0.45  -1.36
H  2.19  -1.95  0.52

Calculated values
structure (SMILES): C=CN.CCS
net charge: 0
relative energy (zero: lowest compared OMol25 entry of this formula, charge and spin): 165.5 kJ/mol
spin multiplicity: 1
calculated total energy: -611.87907 Eh

natural (NBO) atomic charge list, values in e, 5 entries: -0.555, 0.026, -0.840, 0.208, 0.183